1.
{
  "formula": "C4H10S",
  "method": "wB97M-V/def2-TZVPD",
  "e_above_lowest_kcal_mol": 50.1,
  "lumo_ev": [3.56, 3.70],
  "multiplicity": 2,
  "charge": -1,
  "homo_energy_ev": [1.137, -5.120],
  "species": ["C", "C", "H", "H", "H", "H", "C", "C", "S", "H", "H", "H", "H", "H", "H"],
  "coordinates": [[0.867, -0.278, 3.806], [1.316, -0.423, 2.555], [-0.209, -0.330, 3.998], [1.439, 0.067, 4.655], [0.663, -0.526, 1.688], [2.267, 0.028, 2.264], [0.112, -0.556, -2.080], [-1.167, 0.276, -1.952], [-1.395, 1.511, -3.265], [0.237, -0.834, -3.141], [0.056, -1.506, -1.551], [0.998, 0.030, -1.803], [-1.991, -0.424, -1.839], [-1.089, 0.777, -0.977], [-2.103, 2.190, -2.358]]
}



2.
{
  "formula": "C4H10S2",
  "method": "wB97M-V/def2-TZVPD",
  "e_above_lowest_kcal_mol": 20.9,
  "lumo_ev": 0.90,
  "homo_energy_ev": -8.539,
  "species": ["C", "C", "C", "C", "H", "H", "H", "H", "H", "H", "H", "H", "H", "H", "S", "S"],
  "coordinates": [[-2.853, -0.443, 0.128], [0.025, -0.326, 0.100], [-0.058, 1.065, -0.596], [2.855, -0.410, 0.235], [-3.795, -0.950, -0.089], [-2.971, 0.554, -0.308], [-2.776, -0.280, 1.238], [0.069, -0.215, 1.196], [-0.035, 0.968, -1.685], [0.874, 1.646, -0.295], [-0.915, 1.616, -0.262], [2.956, 0.555, -0.268], [3.710, -1.060, 0.119], [2.810, -0.093, 1.243], [-1.357, -1.337, -0.316], [1.459, -1.289, -0.438]]
}



3.
{
  "formula": "C4H10S2",
  "method": "wB97M-V/def2-TZVPD",
  "e_above_lowest_kcal_mol": 145.5,
  "lumo_ev": -4.29,
  "homo_energy_ev": -7.739,
  "species": ["C", "C", "C", "S", "S", "C", "H", "H", "H", "H", "H", "H", "H", "H", "H", "H"],
  "coordinates": [[0.587, 0.807, 0.515], [1.438, 1.987, 0.662], [-0.893, 1.058, 0.757], [-1.495, 2.229, -0.497], [0.203, -2.163, -0.302], [-0.787, -3.179, -1.470], [0.664, 0.442, -0.527], [0.992, -0.081, 1.157], [2.522, 1.961, 0.736], [0.847, 2.784, -0.004], [1.316, 2.448, 1.662], [-1.405, 0.074, 0.676], [-1.240, 1.558, 1.725], [-0.864, -2.480, -2.235], [-0.125, -3.981, -1.782], [-1.759, -3.463, -1.073]]
}



4.
{
  "formula": "C4H10S2",
  "method": "wB97M-V/def2-TZVPD",
  "e_above_lowest_kcal_mol": 10.9,
  "lumo_ev": 0.78,
  "smiles": "CCSSCC",
  "homo_energy_ev": -8.204,
  "species": ["C", "C", "S", "S", "C", "C", "H", "H", "H", "H", "H", "H", "H", "H", "H", "H"],
  "coordinates": [[-1.245, -0.493, -2.789], [-1.528, 0.524, -1.654], [-1.487, -0.180, -0.013], [0.541, -0.483, 0.240], [0.766, 0.329, 1.873], [2.007, -0.195, 2.582], [-1.901, -0.324, -3.642], [-0.210, -0.353, -3.096], [-1.347, -1.518, -2.436], [-0.791, 1.327, -1.742], [-2.471, 1.052, -1.797], [-0.131, 0.031, 2.407], [0.820, 1.402, 1.723], [1.752, -0.544, 3.586], [2.401, -1.081, 2.072], [2.825, 0.506, 2.685]]
}



Repeat the first record exactly.
{
  "formula": "C4H10S",
  "method": "wB97M-V/def2-TZVPD",
  "e_above_lowest_kcal_mol": 50.1,
  "lumo_ev": [3.56, 3.70],
  "multiplicity": 2,
  "charge": -1,
  "homo_energy_ev": [1.137, -5.120],
  "species": ["C", "C", "H", "H", "H", "H", "C", "C", "S", "H", "H", "H", "H", "H", "H"],
  "coordinates": [[0.867, -0.278, 3.806], [1.316, -0.423, 2.555], [-0.209, -0.330, 3.998], [1.439, 0.067, 4.655], [0.663, -0.526, 1.688], [2.267, 0.028, 2.264], [0.112, -0.556, -2.080], [-1.167, 0.276, -1.952], [-1.395, 1.511, -3.265], [0.237, -0.834, -3.141], [0.056, -1.506, -1.551], [0.998, 0.030, -1.803], [-1.991, -0.424, -1.839], [-1.089, 0.777, -0.977], [-2.103, 2.190, -2.358]]
}